No. 1
The following is a quantum chemistry calculation of C14H15N11O in the gas phase at a distorted geometry, from the OMol25 dataset.

Geometry as XYZ:
```
41
Properties=species:S:1:pos:R:3:mulliken_charge:R:1
H -0.8592 2.3356 4.7547 0.3245
C -0.9018 -0.1955 -0.5386 1.5027
C 4.3655 -3.0184 -2.4501 -0.2503
C 5.0944 -3.9658 -3.2126 -0.1842
C -0.3009 1.2678 1.4526 -1.7874
H -2.0991 -0.5098 2.5425 0.2799
H 4.8508 -2.6366 -1.5351 0.3645
C 2.1035 -1.7694 -1.9494 0.0832
C -1.2569 0.6997 0.3987 -0.2967
C -3.5177 2.0434 0.7434 0.5346
H 0.0940 -1.9310 -2.6610 0.3217
H 1.5168 -2.8433 -4.3508 0.2312
N 0.7862 -1.4120 -2.1455 -0.2258
H -1.1723 3.5160 1.1969 0.0589
N -1.0196 1.3390 2.7751 0.3028
N 4.5836 -4.4099 -4.3798 -0.6180
H 6.0482 -4.2336 -2.7365 0.3199
C -3.1877 3.3983 1.0701 0.6367
N -2.0067 4.0682 1.1808 -0.4215
H -2.4671 0.5956 3.9801 0.3662
C 2.5652 -3.0501 -4.0045 -0.3887
H -2.0288 4.9746 1.5859 0.2623
C 0.4310 -0.7128 -0.9251 -0.3055
C -1.6516 0.1249 3.4114 -0.9277
C 3.3052 -4.0787 -4.7417 -0.2296
H 0.5354 0.7063 1.6371 0.6736
N -4.2698 3.9713 1.3765 -0.5905
O -5.3508 2.9430 1.4469 -0.1114
N 1.5460 -0.6954 -0.1379 -0.1642
N -2.0919 -0.6548 -1.1690 -0.3296
N 2.5657 -1.2226 -0.8522 -0.6100
H 2.8198 -4.5915 -5.6080 0.3292
H 0.7102 2.2552 3.7074 0.2793
N -3.0797 -0.0459 -0.6208 -0.6855
C -0.4256 2.4183 3.7039 -0.9237
H -0.8198 3.3526 3.3644 0.2898
N -2.6332 0.9629 0.2225 0.6097
H 0.0420 2.3028 1.2394 0.5881
N -4.7939 1.7755 0.8783 -0.4093
H -1.0405 -0.5083 4.1383 0.2659
C 3.0111 -2.5654 -2.7884 0.8350
```

SMILES: CN(C)Cc1c(-c2nnc(-c3ccncc3)[nH]2)nnn1-c1nonc1N
Gap between HOMO and LUMO: 8.43 eV
Highest occupied orbital energy: -8.77 eV

No. 2
The following is a quantum chemistry calculation of C14H15N4OOsS2 as an isolated structure, from the OMol25 dataset.

Geometry as XYZ:
```
37
Properties=species:S:1:pos:R:3:mulliken_charge:R:1
S -3.1936 0.8506 2.3982 -0.1653
H 0.5123 -2.6630 3.3302 0.3281
C -0.7831 0.4433 -3.9672 -0.5679
H -1.0477 0.2127 -4.9902 0.4110
H -0.5273 -1.2380 2.9912 0.2060
C 1.5284 1.1364 0.6157 -0.2259
Os 0.1122 -0.8503 -0.2816 1.0594
H 1.1292 -0.4697 -4.0921 0.4084
O 0.1588 -2.2876 1.3199 -0.5081
N 2.0582 -0.1409 0.3004 -0.4270
H -2.6118 1.5415 -3.5792 0.4252
C 0.1189 1.1273 0.1460 0.5640
H -2.0431 2.0813 -1.2728 0.4585
H 2.2829 3.0080 1.4456 0.4918
H -4.6537 -1.3546 1.3508 0.2468
H 1.8313 0.2643 -1.8617 0.3821
C 0.7924 0.3679 -2.1257 -0.2668
N -1.8464 -0.0929 0.4301 -0.1946
C -1.6720 1.2023 -3.1639 -0.5785
C 3.3269 -0.2249 0.5694 0.3117
N 4.0697 -1.3437 0.3890 -0.4755
C -2.9192 -0.3077 1.1298 0.1434
H 1.2223 -1.1733 2.6571 0.1888
C -0.1049 1.1009 -1.3135 0.4900
H 3.6694 -2.0622 -0.1931 0.2115
C -1.3563 1.5051 -1.8789 -0.5718
C 0.3445 -1.8108 2.6753 -0.4430
C -1.7247 1.6698 1.9448 -0.4152
H -0.6038 -2.8789 1.3039 0.3684
H -1.3928 2.5424 2.4814 0.4924
H -3.6840 -1.8035 0.0325 0.2543
S 3.9781 1.2260 1.2756 -0.1749
C 0.4194 0.0504 -3.4631 -0.8801
C 2.4215 1.9852 1.1377 -0.1471
C -1.1553 1.0591 0.8991 -0.1605
N -3.7296 -1.3904 0.9526 -0.4715
H 5.0727 -1.2823 0.4070 0.2319
```

Gap between HOMO and LUMO: 7.27 eV
Net charge: +1
Highest occupied orbital energy: -10.07 eV

No. 3
The following is a quantum chemistry calculation of C14H15NO2S as an isolated structure at a distorted geometry, from the OMol25 dataset.

Geometry as XYZ:
```
33
Properties=species:S:1:pos:R:3:mulliken_charge:R:1
H -6.4587 -0.5803 1.3556 0.4058
H 4.6520 -2.1936 -0.0776 0.3708
C -4.6072 -0.3223 0.1816 0.4437
H -0.0893 -0.5065 -0.3851 0.0748
H -1.9669 -2.0875 -0.1498 0.5649
H 4.0725 0.8138 -2.1743 0.2290
H -2.4998 2.1918 0.0113 0.2007
S 1.9075 -0.4025 -1.4250 -0.2851
H 2.0464 0.8569 0.3754 0.3154
C -3.7429 -1.3015 -0.0137 -0.2093
N -0.5771 0.1638 -0.2409 -0.1035
H 5.7365 -1.2956 2.5696 0.3664
H -6.7617 0.3851 0.0379 0.3069
C 4.9166 -1.2239 0.3330 -0.4160
C -2.4863 -1.2340 -0.1497 -0.7045
O -0.3878 2.5672 -0.3327 -0.4241
C 4.4388 -0.3147 -0.3013 0.4751
C 0.0713 1.5359 -0.2963 0.2535
C 3.8379 -0.3366 -1.6420 -0.6561
H -4.8838 1.8372 0.2263 0.1713
C -4.3028 0.8358 0.3837 -0.4094
H 4.1190 -1.1685 -2.3562 0.4131
C 1.6436 0.8834 -0.5936 -0.2871
C -2.9079 1.0826 0.1342 -0.3498
C 5.3414 0.5494 1.3197 -0.0745
H 5.7246 1.4690 2.0910 0.1968
H -6.5987 -1.4221 -0.3320 0.2736
H 2.1117 2.0370 -0.8764 0.2959
H -4.2697 -2.4339 0.0549 0.0728
C -6.1835 -0.5252 0.4385 -1.3253
O 4.7027 0.9844 0.3954 -0.2051
C -1.9784 -0.0947 -0.2429 0.6515
C 5.3800 -0.7499 1.6812 -0.6324
```

Gap between HOMO and LUMO: 8.65 eV
Highest occupied orbital energy: -8.05 eV

No. 4
The following is a quantum chemistry calculation of a 2-piece molecular cluster, C14H16 overall at a distorted geometry, from the OMol25 dataset.

Geometry as XYZ:
```
30
Properties=species:S:1:pos:R:3:lowdin_spin:R:1
H 0.0773 -0.7302 -1.1044 0.0025
H 3.0293 2.0556 -1.0349 0.0024
C 2.6093 -1.3742 -1.3189 0.0788
C 2.5669 1.7652 1.6779 0.0211
C -3.9050 -1.3252 1.1759 0.0010
C 2.8427 -0.0104 -1.6823 0.2575
C -2.5502 1.4146 -1.0470 0.0035
C -1.7408 -1.0593 -0.0874 0.0032
C -3.3909 0.6876 -0.2242 0.0006
H -4.9055 -1.4154 0.7381 0.0002
H 2.2039 -0.9135 2.0166 0.0329
H -0.6217 1.5172 -1.9741 0.0023
H -4.4119 0.9433 -0.0153 0.0001
H -4.1034 -0.7740 2.1105 0.0007
C 2.2917 -1.6543 -0.0100 0.1020
C 2.5012 0.7297 0.5900 0.0902
H 1.6384 1.7391 2.2630 0.0069
H 3.3737 1.5134 2.3814 0.0072
H 2.6880 2.7839 1.3092 0.0011
C -1.2509 0.9743 -1.3074 0.0047
C -0.8736 -0.2794 -0.8633 0.0061
H 2.5994 -2.1200 -2.1031 0.0006
H -1.3337 -2.0015 0.2509 0.0024
C -2.9574 -0.5394 0.3099 0.0070
H -3.5017 -2.2755 1.5220 0.0001
H 2.8235 0.2111 -2.7489 0.0301
H 2.0886 -2.6833 0.2931 0.0045
C 2.8050 1.0429 -0.7158 0.0946
C 2.2577 -0.6196 0.9751 0.2353
H -2.8497 2.3974 -1.3769 0.0003
```

Expectation value of S²: 0.760
Spin multiplicity: 2
Gap between HOMO and LUMO (spin up / spin down): 2.54 / 6.64 eV
Net charge: -1
Highest occupied orbital energy (spin up / spin down): 0.70 / -3.42 eV

No. 5
The following is a quantum chemistry calculation of a 2-piece molecular cluster, C14H16 overall at a distorted geometry, from the OMol25 dataset.

Geometry as XYZ:
```
30
Properties=species:S:1:pos:R:3:mulliken_charge:R:1
H -2.9635 -0.4991 4.2831 0.3543
H -3.1139 1.5493 -0.6332 0.3258
H 3.4822 -1.0546 -4.3651 0.2629
C -3.0122 0.5451 -0.2207 -1.2986
H -3.8451 -0.7486 1.8860 0.2993
H -0.5267 2.7744 2.9890 0.3518
H 4.2735 -2.0793 -3.0776 0.3767
H -3.9608 -0.0038 -0.2871 0.3893
H 2.8044 -2.6065 -3.7332 0.3372
C 3.3405 -1.6574 -3.4637 -1.3407
C 2.6154 0.2974 -0.3479 -0.4800
H 0.6075 -1.7456 -3.0290 0.3072
H 0.6682 0.5120 0.5551 0.2863
C 0.5543 -0.6774 -1.1414 -0.0318
C 3.3170 -0.3151 -1.4085 -0.7823
C -2.9987 -0.1237 2.1867 -0.6156
C -2.5000 0.0386 3.4677 -0.4215
H -2.3620 0.0214 -0.9043 0.2379
C -1.4467 1.5946 1.4222 -0.4835
H 4.3631 -0.1354 -1.5905 0.3591
C 1.1937 -1.2584 -2.2377 -0.7460
H 3.2522 0.9185 0.2762 0.3662
C -1.4975 0.9862 3.7128 -0.4325
C 1.2801 -0.0150 -0.1749 -0.3133
C -2.4275 0.6656 1.1700 1.0938
H -0.5220 -0.7602 -1.0239 0.2434
C 2.5381 -1.0214 -2.3336 1.0694
C -1.0501 1.8409 2.7377 -0.5113
H -1.0659 0.8481 4.7025 0.3575
H -0.9976 2.1095 0.5833 0.4391
```

SMILES: Cc1ccccc1.Cc1ccccc1
Gap between HOMO and LUMO: 9.94 eV
Highest occupied orbital energy: -8.97 eV

No. 6
The following is a quantum chemistry calculation of a 2-piece molecular cluster, C14H16 overall at a distorted geometry, from the OMol25 dataset.

Geometry as XYZ:
```
30
Properties=species:S:1:pos:R:3:mulliken_charge:R:1
H -1.4462 -2.9798 -0.5226 0.3008
H -1.5683 1.2855 1.0976 0.3384
C -0.1508 2.8754 0.7665 -0.5474
C 0.2511 0.9320 2.1304 0.6924
C -0.0567 -1.6046 -1.2790 0.8583
H -0.8011 3.3915 0.0713 0.3620
C 0.9842 -2.1496 -0.3582 -1.4898
H -3.3979 -2.1370 -1.9770 0.4241
C 2.0570 2.5461 1.6715 -0.7018
H 2.2933 0.5933 2.5835 0.3925
C 1.1794 3.2920 0.9207 -0.2694
H 1.2358 -0.3179 -2.4597 0.3844
C -2.3624 -1.8780 -2.1105 -0.7220
H 1.6262 -2.8636 -0.8652 0.3735
H -1.1506 -0.4568 3.1984 0.3993
H 3.0749 2.8481 1.8682 0.3711
C -1.3133 -2.1809 -1.2552 -0.1837
H 1.3925 4.2540 0.4687 0.3739
C 1.6011 1.2955 2.1296 -0.2863
C 0.2389 -0.6962 -2.3099 -0.3908
H -2.7262 -0.8129 -3.9257 0.3079
H -0.5192 0.3750 -3.9532 0.3373
H 0.4363 -0.5150 3.7252 0.3909
C -0.5968 1.7102 1.3372 -0.2249
C -0.7273 -0.4601 -3.3002 -0.6156
H 1.7353 -1.3391 -0.1964 0.3360
C -0.1335 -0.3343 2.8060 -1.3257
H 0.8317 -2.3320 0.6984 0.2807
C -1.9704 -1.0847 -3.1965 -0.2232
H -0.0170 -1.2562 2.2360 0.0570
```

SMILES: Cc1ccccc1.Cc1ccccc1
Gap between HOMO and LUMO: 9.87 eV
Highest occupied orbital energy: -8.96 eV

No. 7
The following is a quantum chemistry calculation of C14H16BN6O4PtS2Se as an isolated structure at a distorted geometry, from the OMol25 dataset.

Geometry as XYZ:
```
45
Properties=species:S:1:pos:R:3:mulliken_charge:R:1
H 3.4032 3.2832 0.4049 0.4549
O 1.4081 0.2710 -1.8586 -0.5796
C -3.0245 2.8146 1.5999 -0.3935
C 0.3153 -2.5552 -2.3260 -0.1738
O 2.1706 2.7982 -1.0782 -0.4141
C -1.9851 0.8667 1.5534 -0.3223
H -4.4824 0.0947 0.5638 0.3327
Se 0.8735 1.8364 -1.7798 1.1515
C -0.8266 -3.3954 -0.5013 0.0455
C 1.4911 2.7179 1.2875 -0.2920
N -0.5138 -7.1428 -3.5021 -0.3761
H -4.8467 1.7633 0.0804 0.3317
H -3.6025 0.8362 -0.7904 0.3005
H 0.9524 3.6349 1.4828 0.4653
O 0.5286 2.5860 -3.1231 -0.6740
C 2.0967 0.5870 1.3323 -0.4270
N -1.2628 1.6909 2.3259 0.3753
S 1.8761 -1.0074 1.5339 -0.1041
C -0.4510 -6.1197 -2.9864 -0.1833
B 0.0999 1.4119 3.0267 -0.3409
H 3.7123 0.0611 -1.0678 0.2653
H -3.7980 3.5311 1.3895 0.4906
H 0.7923 -1.6979 -2.7788 0.5979
N -3.0601 1.5378 1.1036 0.2874
O -0.2408 1.7450 -0.5626 -0.5874
C 0.2590 -3.7705 -2.9736 -0.7840
Pt 0.0164 -0.4821 -0.3127 0.9801
C -4.0624 1.0188 0.1785 -0.8262
C -0.3721 -4.8365 -2.3436 0.7039
H 4.5186 -0.1874 0.4967 0.3830
N 1.2529 1.6282 1.9030 0.4310
N 2.9932 1.2200 0.5381 0.2759
C 4.0759 0.5519 -0.1665 -0.9004
H 0.7004 -3.8792 -3.9533 0.4909
H -1.5276 3.7214 2.9476 0.5338
N -0.2234 -2.3663 -1.1096 -0.0131
H -1.4162 -5.4458 -0.5581 0.4795
H 0.1794 0.2963 3.4231 0.0118
H 0.2913 2.2776 3.8319 -0.0883
C -0.9229 -4.6417 -1.0839 -0.8094
H -1.2407 -3.2180 0.4801 0.4708
S -1.6643 -0.7979 1.1719 -0.4591
H 4.8238 1.2975 -0.4292 0.3458
C -1.9035 2.9047 2.3575 -0.4870
C 2.5965 2.5591 0.2731 0.0305
```

Gap between HOMO and LUMO: 7.02 eV
Net charge: +1
Highest occupied orbital energy: -11.37 eV

No. 8
The following is a quantum chemistry calculation of a 2-piece molecular cluster, C14H16Br2O3 overall at a distorted geometry, from the OMol25 dataset.

Geometry as XYZ:
```
35
Properties=species:S:1:pos:R:3:mulliken_charge:R:1
O -0.8119 1.9642 -0.1044 -0.6081
H 1.9713 -0.6369 2.3143 0.1925
O 1.6454 -2.4871 4.1426 -0.5551
H 0.4607 -0.1131 2.9486 0.3409
Br -5.5039 2.8027 -1.2390 -0.1415
H -1.3438 -0.6953 -0.2091 0.2878
H -3.5463 2.3531 -2.6784 0.3766
C -0.1338 0.9796 0.0123 -0.2546
H -4.9021 0.1589 -2.3862 0.4453
H -1.4099 0.0106 1.3669 0.4762
C 1.5606 0.3300 -1.6857 -0.1011
C 3.6134 1.4755 -0.1723 -0.7020
H 1.1123 -1.5018 0.4189 0.2833
H -3.1371 -0.0075 -2.3226 0.3095
H 2.0348 2.0070 1.2238 0.5093
C 0.9321 -0.9403 2.4249 -0.6952
H 0.1693 -3.4398 0.7300 0.2438
C -0.3038 -2.7101 1.3874 -0.6927
H 0.7492 -0.1154 -2.2417 0.4392
C -4.0064 0.4369 -1.8411 -0.5974
H -3.1035 2.2019 -0.9661 0.1961
C 2.8711 0.2786 -2.1489 -0.6525
C 0.2821 -1.3030 1.0870 0.7726
C 2.3027 1.5340 0.2913 -0.1323
C -0.7173 -0.3004 0.5906 -0.7841
C 0.9532 -2.2229 3.2209 0.4491
Br -4.1301 -0.4156 -0.0944 -0.1189
C 3.8844 0.8498 -1.3877 -0.4016
H -1.3667 -2.8074 1.1867 0.3614
H 4.9061 0.8028 -1.7353 0.3890
C 1.2871 0.9560 -0.4656 0.3431
C -3.8344 1.9275 -1.7197 -0.4242
H 4.3993 1.9127 0.4222 0.4017
H 3.0761 -0.2134 -3.0852 0.4085
O 0.0400 -3.0719 2.7153 -0.3645
```

SMILES: O=C1C[C@H](CC(=O)c2ccccc2)CO1.BrCCBr
Gap between HOMO and LUMO: 10.23 eV
Highest occupied orbital energy: -9.87 eV